(1)
{
  "formula": "BH16O6",
  "method": "wB97M-V/def2-TZVPD",
  "e_lumo_ev": 3.1157,
  "e_homo_ev": -6.19,
  "largest_force_ev_per_a": 4.96,
  "total_charge": -1,
  "mol_weight_g_mol": 122.93,
  "total_energy_ha": -485.8460,
  "elements": ["B", "H", "H", "H", "H", "O", "H", "H", "O", "H", "H", "O", "H", "H", "O", "H", "H", "O", "H", "H", "O", "H", "H"],
  "coordinates": [[0.274405, -0.277991, 0.593218], [1.182986, -1.159293, 1.006201], [-0.178916, -0.594770, -0.633374], [-0.574483, -0.199020, 1.558189], [0.817662, 0.703422, 0.342559], [-3.343676, -0.835293, -0.676775], [-3.860944, -1.343548, 0.173413], [-2.375686, -0.845424, -0.395073], [2.853488, -0.107471, -1.772911], [2.524288, -0.947126, -2.199761], [2.259823, 0.047605, -1.112524], [1.609367, 0.863387, 3.447909], [2.497408, 1.059535, 3.237413], [1.131188, 0.598305, 2.604386], [-0.097775, 3.421964, 0.911798], [0.820218, 3.769088, 1.216711], [0.163734, 2.509217, 0.725222], [-1.748471, -3.324641, 0.053623], [-1.145217, -3.042925, -0.686239], [-1.886296, -2.718082, 0.722427], [-0.238002, 1.165740, -3.059217], [0.020870, 0.669523, -2.324492], [-0.705970, 0.587800, -3.732704]],
  "forces_ev_per_a": [[-0.39, -2.76, 0.13], [-1.09, 0.98, -0.75], [0.10, -0.07, 1.53], [0.48, 0.07, -1.18], [0.86, 1.78, 0.02], [-0.85, -2.04, 3.98], [2.44, 2.20, -3.72], [-1.58, 0.14, -0.37], [2.18, -2.17, -3.83], [0.55, 1.47, 0.79], [-2.75, 0.67, 3.18], [-2.34, -0.57, -0.52], [1.33, 0.18, -0.70], [0.98, 0.34, 1.21], [2.88, 0.91, 0.84], [-2.49, -0.60, -0.69], [-0.46, -0.37, -0.13], [0.80, -2.90, -3.29], [-0.99, 0.35, 1.88], [0.39, 2.40, 1.59], [-1.46, 0.78, -3.53], [0.40, -1.62, 1.82], [1.00, 0.86, 1.76]]
}



(2)
{
  "formula": "C17H35Br10NO2",
  "method": "wB97M-V/def2-TZVPD",
  "e_lumo_ev": 0.2265,
  "e_homo_ev": -9.84,
  "largest_force_ev_per_a": 0.69,
  "total_charge": 0,
  "mol_weight_g_mol": 1084.51,
  "smiles": "CCCCCCOC(N)=O.BrCCBr.BrCCBr.BrCCBr.BrCCBr.BrCCBr",
  "total_energy_ha": -26614.1452,
  "elements": ["C", "C", "C", "C", "C", "C", "O", "C", "N", "O", "H", "H", "H", "H", "H", "H", "H", "H", "H", "H", "H", "H", "H", "H", "H", "Br", "C", "C", "Br", "H", "H", "H", "H", "Br", "C", "C", "Br", "H", "H", "H", "H", "Br", "C", "C", "Br", "H", "H", "H", "H", "Br", "C", "C", "Br", "H", "H", "H", "H", "Br", "C", "C", "Br", "H", "H", "H", "H"],
  "coordinates": [[1.115212, -1.631699, -1.487927], [-0.136057, -0.766391, -1.236080], [-0.490210, 0.202438, -2.374100], [-1.996586, 0.348403, -2.617245], [-2.573018, -0.715055, -3.559609], [-2.911679, -2.046802, -2.910874], [-3.710185, -1.890565, -1.728910], [-4.989294, -1.503039, -1.973580], [-5.453686, -0.559693, -1.061296], [-5.669016, -1.968930, -2.846636], [0.895765, -2.690759, -1.394266], [1.864501, -1.426731, -0.724627], [1.585926, -1.417773, -2.442946], [-0.985088, -1.417137, -1.036706], [0.019328, -0.204957, -0.320232], [-0.100035, 1.187900, -2.116026], [0.018869, -0.083842, -3.293684], [-2.175881, 1.314756, -3.084758], [-2.505013, 0.304648, -1.656413], [-1.851998, -0.931112, -4.348593], [-3.458450, -0.328843, -4.067436], [-2.007509, -2.560629, -2.599754], [-3.423731, -2.700893, -3.612398], [-4.858081, -0.472868, -0.250673], [-5.643534, 0.336059, -1.489534], [2.424122, 1.270000, 0.360718], [2.971445, 3.125817, 0.161518], [2.032501, 3.896294, -0.725887], [2.268053, 3.444542, -2.603804], [3.986306, 3.110881, -0.223003], [2.972745, 3.545509, 1.165383], [2.231719, 4.962694, -0.651106], [0.991715, 3.701899, -0.488263], [2.295068, -5.219097, -1.099925], [3.292927, -5.509336, 0.543973], [3.263819, -4.303556, 1.446838], [4.449316, -2.894338, 0.820703], [4.303171, -5.778258, 0.254193], [2.814567, -6.357768, 1.027540], [3.625709, -4.566704, 2.438109], [2.272940, -3.868458, 1.527230], [5.597431, 0.971370, 2.125406], [6.020949, 0.635030, 3.989036], [5.635848, -0.762380, 4.395974], [3.711767, -0.942674, 4.620665], [5.503291, 1.390780, 4.571674], [7.095087, 0.777616, 4.083124], [6.068376, -1.011164, 5.362321], [5.932766, -1.501864, 3.658757], [1.815764, 5.579959, 4.121185], [3.117497, 4.349745, 4.876885], [4.516534, 4.904618, 4.818911], [5.225719, 4.854365, 3.010084], [3.022321, 3.420770, 4.322576], [2.813557, 4.190615, 5.908798], [5.187655, 4.295364, 5.420281], [4.570487, 5.937201, 5.146912], [-10.128672, -0.649659, -4.490620], [-8.996512, -1.116015, -2.977606], [-9.132149, -0.128991, -1.849921], [-8.213638, 1.540468, -2.238793], [-7.978516, -1.177372, -3.349053], [-9.323876, -2.101328, -2.655377], [-8.654486, -0.522073, -0.955276], [-10.163873, 0.129007, -1.635856]],
  "forces_ev_per_a": [[-0.08, 0.29, 0.58], [0.16, -0.33, -0.27], [-0.13, 0.23, 0.45], [0.43, -0.27, -0.47], [-0.17, -0.03, 0.16], [0.25, -0.41, -0.29], [-0.11, 0.36, 0.16], [-0.07, -0.24, 0.18], [0.17, -0.23, 0.35], [0.09, 0.31, -0.44], [-0.03, -0.10, -0.26], [0.18, -0.03, -0.02], [-0.03, -0.11, -0.18], [-0.11, -0.07, 0.00], [-0.12, 0.17, 0.12], [0.16, 0.05, -0.05], [-0.03, -0.09, -0.15], [-0.13, 0.16, 0.13], [-0.20, 0.22, 0.06], [0.06, 0.02, -0.12], [-0.14, 0.01, 0.06], [0.03, -0.03, 0.24], [-0.14, -0.01, -0.06], [0.23, 0.20, -0.16], [-0.43, -0.06, 0.00], [-0.02, 0.09, -0.10], [-0.05, -0.10, 0.16], [0.04, 0.04, -0.12], [-0.04, -0.02, 0.03], [0.01, 0.03, -0.02], [-0.01, 0.03, -0.01], [0.03, 0.00, 0.02], [-0.01, 0.00, 0.03], [0.12, -0.06, 0.03], [-0.13, -0.03, -0.06], [0.15, 0.06, 0.03], [-0.07, 0.03, 0.02], [0.02, 0.00, 0.01], [-0.01, 0.02, 0.04], [-0.01, -0.03, 0.00], [-0.02, -0.01, -0.02], [0.02, -0.02, 0.05], [0.11, 0.03, -0.18], [-0.09, -0.03, 0.13], [0.02, -0.01, -0.06], [-0.01, 0.00, 0.03], [0.01, -0.04, 0.02], [0.01, 0.02, 0.01], [0.00, 0.01, -0.03], [0.03, -0.05, -0.04], [-0.09, 0.06, 0.03], [0.03, -0.08, -0.11], [0.03, 0.05, 0.03], [0.03, -0.03, 0.02], [0.01, 0.02, 0.01], [0.00, -0.01, 0.00], [-0.04, 0.01, 0.03], [0.03, 0.02, 0.01], [-0.05, 0.00, -0.10], [0.15, -0.06, 0.06], [-0.03, 0.09, -0.02], [0.01, -0.04, 0.06], [-0.01, 0.00, 0.03], [0.04, -0.01, -0.02], [-0.02, -0.01, -0.02]]
}



(3)
{
  "formula": "H4O2",
  "method": "wB97M-V/def2-TZVPD",
  "e_lumo_ev": 0.6001,
  "e_homo_ev": -10.73,
  "largest_force_ev_per_a": 1.84,
  "total_charge": 0,
  "mol_weight_g_mol": 36.03,
  "smiles": "O.O",
  "total_energy_ha": -152.8692,
  "elements": ["H", "H", "H", "H", "O", "O"],
  "coordinates": [[0.171916, -0.217276, -0.561918], [-1.276456, -0.842484, -0.963995], [-0.067023, 0.082968, 1.841646], [0.381644, 1.364929, 1.122563], [-0.422061, -0.465637, -1.309129], [0.520801, 0.417120, 1.129342]],
  "forces_ev_per_a": [[-1.11, -0.43, -0.35], [1.68, 0.72, -0.20], [0.59, 0.29, -0.70], [-0.03, 0.27, -0.02], [-0.76, -0.42, 0.29], [-0.38, -0.44, 0.98]]
}